The following is a DFT calculation (the ωB97M-V functional and the def2-TZVPD basis) of a structure of composition H3N2OP at a distorted geometry.

Results
Gap between HOMO and LUMO (alpha / beta) in Eh: 0.3731 / 0.3732
M in g mol⁻¹: 78.01
Highest occupied orbital energy (alpha / beta) in eV: -10.1 / -10.1
Energy above the lowest of the compared OMol25 structures with the same formula, charge and spin in kJ/mol: 212.0

Atoms and positions in Å:
P1 1.784 -0.723 0.072
O1 3.015 0.391 -0.045
N1 -1.025 -0.916 -0.075
N2 0.532 0.159 0.018
H1 -0.443 -1.702 0.242
H2 2.997 1.335 -0.149
H3 -1.608 -0.578 0.685

Atomic forces in eV per Å
2.1 1.0 -0.2
0.0 -2.4 0.3
4.2 1.4 -0.6
-4.8 -0.6 -0.1
-1.2 -0.2 0.2
-0.8 0.6 -0.1
0.6 0.2 0.5

=====

The following is a DFT calculation (the ωB97M-V functional and the def2-TZVPD basis) of a structure of composition C32H33N6Ti at a distorted geometry.

Results
Gap between HOMO and LUMO (alpha / beta) in Eh: 0.2429 / 0.2517
Net charge: +2
M in g mol⁻¹: 549.52
Highest occupied orbital energy (alpha / beta) in eV: -13.3 / -13.4
Energy above the lowest of the compared OMol25 structures with the same formula, charge and spin in kJ/mol: 83.7
Multiplicity: 2

Atoms and positions in Å:
Ti1 -0.557 0.036 0.078
N1 -0.626 2.094 -0.252
N2 1.429 0.210 0.157
N3 -1.634 -2.801 0.558
N4 -0.444 -2.136 0.394
N5 -0.643 0.198 2.017
N6 -2.629 0.288 -0.473
C1 -1.142 4.803 0.023
C2 -4.574 3.386 0.167
C3 -2.973 1.572 -0.174
C4 0.711 0.130 2.420
C5 0.124 4.361 -0.203
C6 0.131 -1.904 -2.913
C7 2.361 0.296 -0.953
C8 1.737 0.141 1.437
C9 -2.207 3.879 0.076
C10 1.947 -2.911 0.254
C11 -4.284 2.000 -0.093
C12 4.217 1.623 0.323
C13 0.402 -0.452 -2.531
C14 5.203 0.841 1.199
C15 -5.291 1.044 -0.343
C16 -1.484 -4.126 0.692
C17 -4.951 -0.224 -0.715
C18 -3.596 -0.559 -0.781
C19 0.472 -3.119 0.387
C20 -1.902 2.541 -0.068
C21 2.737 -0.205 -3.272
C22 3.662 0.816 -0.842
C23 -1.382 0.098 3.151
C24 -0.138 -4.365 0.560
C25 4.503 0.688 -1.943
C26 -2.643 -5.043 0.933
C27 -3.580 4.286 0.240
C28 1.863 -0.125 -2.201
C29 4.068 0.149 -3.138
C30 -0.562 -0.022 4.258
C31 0.761 -0.004 3.795
C32 0.346 2.984 -0.334
H1 2.365 -0.535 -4.238
H2 1.341 2.600 -0.506
H3 2.426 -3.876 0.089
H4 6.063 0.517 0.609
H5 -3.343 -5.020 0.096
H6 -0.932 -2.079 -3.088
H7 -5.609 3.694 0.261
H8 5.517 1.072 -1.864
H9 0.479 -2.601 -2.157
H10 0.654 -2.130 -3.843
H11 -0.891 -0.106 5.284
H12 0.959 5.045 -0.279
H13 -3.184 -4.773 1.842
H14 -5.700 -0.965 -0.962
H15 2.213 -2.259 -0.575
H16 2.758 0.034 1.760
H17 -0.293 -0.141 -1.768
H18 5.575 1.456 2.022
H19 -2.459 -2.284 0.809
H20 -1.347 5.864 0.141
H21 2.359 -2.495 1.174
H22 -2.461 0.131 3.121
H23 3.428 2.054 0.931
H24 -6.334 1.335 -0.271
H25 4.745 0.067 -3.981
H26 4.755 -0.066 1.624
H27 0.358 -5.326 0.600
H28 -2.286 -6.064 1.048
H29 0.104 0.191 -3.352
H30 4.732 2.480 -0.109
H31 -3.286 -1.547 -1.095
H32 1.663 -0.078 4.391
H33 -3.798 5.337 0.397

Atomic forces in eV per Å
-0.4 -1.7 0.8
-0.5 0.8 -0.3
1.3 0.6 -0.1
-0.1 0.5 0.1
-0.3 -0.6 -0.3
0.1 0.2 0.8
-0.2 0.5 -0.1
-0.4 0.3 0.1
-0.2 -0.2 0.0
0.7 0.2 -0.1
-0.3 0.0 -0.4
0.5 -0.2 -0.1
0.1 0.0 -0.1
-0.5 -0.1 0.7
-0.2 0.0 -0.5
-0.3 0.6 0.2
-0.1 -0.1 0.0
-0.7 0.2 0.0
0.0 -0.4 0.0
1.0 -0.3 -0.2
0.0 -0.1 0.0
-0.2 0.4 0.1
-0.3 -0.2 0.1
0.1 -0.3 -0.1
-0.1 -0.2 0.0
0.3 0.1 0.0
-0.1 -0.5 -0.4
0.0 0.0 -0.2
0.0 0.1 0.1
0.2 0.1 -0.3
0.2 -0.3 0.0
0.1 0.1 -0.1
0.1 0.1 0.0
0.3 0.2 0.0
-0.2 -0.1 -0.1
0.1 0.0 -0.1
0.1 0.0 0.2
0.2 -0.1 0.4
0.1 0.1 0.1
0.0 0.0 0.1
0.0 0.0 0.0
0.0 0.0 0.0
-0.1 0.0 0.0
0.0 0.0 0.0
0.0 0.0 0.0
0.1 -0.1 0.0
-0.1 -0.1 0.0
0.0 0.0 0.0
0.0 0.0 0.1
0.1 0.0 -0.1
0.0 -0.1 0.0
0.0 0.0 0.0
0.1 0.1 0.0
0.0 0.0 0.0
0.3 0.0 0.1
-0.5 0.1 -0.2
0.0 0.0 -0.1
-0.1 0.0 0.0
0.0 -0.1 0.0
0.0 0.0 0.0
0.0 0.0 0.0
-0.3 0.0 0.2
0.1 0.0 0.0
-0.1 0.0 0.1
0.1 0.1 -0.1
-0.1 0.2 0.0
0.0 0.0 0.0
0.0 0.2 -0.2
0.1 0.0 0.0
0.0 -0.1 0.0
-0.2 0.0 -0.1
0.1 -0.1 0.0

=====

The following is a DFT calculation (the ωB97M-V functional and the def2-TZVPD basis) of the molecule C5H9FO2Si at a distorted geometry.

Results
Gap between HOMO and LUMO in Eh: 0.3194
M in g mol⁻¹: 148.21
Highest occupied orbital energy in eV: -9.2
Energy above the lowest of the compared OMol25 structures with the same formula, charge and spin in kJ/mol: 280.3

Atoms and positions in Å:
Si1 1.037 0.971 -0.072
F1 1.211 2.601 0.046
O1 -0.517 1.658 -0.558
O2 -0.304 -0.258 0.373
C1 1.831 -0.077 1.618
C2 -2.349 1.283 0.520
C3 2.020 -0.160 -1.130
C4 -1.086 0.745 0.098
C5 -3.093 0.676 1.452
H1 1.607 -0.305 -2.215
H2 2.745 -0.044 2.198
H3 3.069 0.223 -1.260
H4 -2.612 -0.015 2.248
H5 0.974 -0.030 2.209
H6 1.959 -1.115 -0.625
H7 -2.615 2.006 -0.152
H8 -4.113 1.033 1.331
H9 1.801 -1.117 1.340

Atomic forces in eV per Å
3.3 -1.3 2.4
2.8 -0.1 0.8
-0.1 -1.0 -2.4
-2.9 1.4 -0.3
0.0 1.2 -1.4
-0.3 -4.5 2.1
0.0 1.0 -4.0
0.5 -0.1 1.0
0.7 0.5 0.1
0.7 0.2 1.7
0.2 1.0 0.0
-0.9 -0.6 0.3
-1.4 0.9 -1.7
-1.1 0.3 1.9
0.2 0.0 -0.1
-1.4 1.7 -1.3
-0.2 -0.4 1.5
-0.1 -0.4 -0.8

=====

The following is a DFT calculation (the ωB97M-V functional and the def2-TZVPD basis) of a structure of composition C6H12O5S2 at a distorted geometry.

Results
Gap between HOMO and LUMO in Eh: 0.3817
M in g mol⁻¹: 228.29
Highest occupied orbital energy in eV: -10.1
Energy above the lowest of the compared OMol25 structures with the same formula, charge and spin in kJ/mol: 39.2

Atoms and positions in Å:
S1 -0.288 -2.230 -0.421
S2 1.556 -1.173 1.414
O1 0.834 -2.277 -1.312
O2 2.015 -2.552 1.448
O3 1.493 -0.368 2.606
O4 -0.770 -3.439 0.124
O5 0.898 1.680 0.100
C1 2.262 -0.190 0.068
C2 0.924 0.418 -0.332
C3 -1.684 -1.417 -1.364
C4 -0.041 -0.962 0.746
C5 -1.281 2.506 0.788
C6 -0.241 2.449 -0.325
H1 -2.601 -2.145 -1.346
H2 -0.722 2.071 -1.233
H3 -1.380 -1.418 -2.391
H4 -1.877 -0.513 -1.024
H5 -0.896 2.988 1.601
H6 0.215 3.406 -0.465
H7 2.556 -0.904 -0.661
H8 0.429 0.103 -1.253
H9 -2.191 2.891 0.285
H10 -1.609 1.454 1.091
H11 -0.787 -0.719 1.457
H12 3.185 0.341 0.401

Atomic forces in eV per Å
-2.5 1.3 -1.9
0.6 -0.7 1.0
0.5 0.3 -0.2
-0.3 1.6 0.0
0.6 -0.1 0.2
-0.5 -1.1 0.9
-1.0 -0.4 -0.9
0.4 -1.2 0.7
0.0 -1.1 1.9
-0.1 -6.6 -1.1
2.5 0.9 -1.8
-1.7 -3.0 -2.9
-0.2 -0.3 1.1
1.6 1.5 0.4
0.5 -0.1 -0.1
0.3 0.2 -0.6
-1.0 4.2 1.7
0.4 1.6 2.1
-0.2 0.8 -0.5
0.3 -0.6 -0.7
0.6 0.8 -0.2
0.4 0.5 0.9
0.7 1.2 -0.3
-0.8 0.0 0.5
-1.3 0.4 -0.3

=====

Which value of energy above the lowest of the compared OMol25 structures with the same formula, charge and spin does entry 1 give? 212.0 kJ/mol

=====

Which of these has the highest M? C32H33N6Ti

=====

energy above the lowest of the compared OMol25 structures with the same formula, charge and spin of number 4 (C6H12O5S2)? 39.2 kJ/mol